Entry from the OMol25 dataset: a structure of composition C59H69BaN7SSbTe at a distorted geometry (the ωB97M-V functional and the def2-TZVPD basis).

- E_tot: -98088.6028 eV
- Energy above the lowest of the compared OMol25 structures with the same formula, charge and spin: 48.36 kcal per mole
- Net charge: +1

Positions of all 139 atoms, in Å:
Ba -0.305 0.183 0.434
Te 2.768 1.015 0.759
Sb -1.894 3.169 -0.145
S -0.465 2.460 3.256
N -0.005 -2.517 0.021
N 2.617 1.224 -2.318
N -2.629 -0.676 1.221
N 2.791 0.269 -1.316
N -0.388 -0.801 2.797
N -0.437 -0.739 -1.979
N 0.009 4.511 4.832
C -0.225 -5.294 -0.393
C -4.041 2.955 0.012
C 0.215 3.180 4.614
C 3.180 -2.068 -0.840
C 0.203 -4.771 0.819
C 1.854 3.881 0.134
C 0.297 -3.398 0.968
C -1.471 -1.465 -4.470
C 0.729 -0.974 3.501
C 0.745 -1.469 4.792
C -1.778 4.064 -2.108
C -0.465 -1.822 5.369
C 1.554 3.229 6.634
C -1.562 -1.133 3.354
C 5.472 1.668 1.918
C -2.797 -0.956 2.524
C 2.657 -2.724 -3.470
C 6.516 3.436 3.797
C -0.416 -3.009 -1.160
C 2.621 -1.399 -3.083
C -1.630 -1.662 4.640
C 0.512 5.220 5.872
C -0.624 0.162 -2.937
C -4.991 -0.766 0.890
C -2.235 -0.739 -6.769
C -5.175 -0.996 2.244
C 2.088 3.538 -2.636
C 7.370 2.735 2.953
C -0.343 -6.786 -0.676
C -1.012 -2.884 -6.450
C 6.849 1.860 2.017
C 4.895 0.748 0.886
C -4.070 -1.089 3.072
C -1.136 -0.146 -4.186
C 1.581 4.928 -0.707
C -1.798 -7.108 -1.041
C -4.470 2.773 1.464
C 1.730 4.735 -2.109
C -0.716 -2.023 -2.243
C 4.611 2.363 2.770
C 2.862 -1.032 -1.740
C -3.109 4.409 -2.763
C -2.020 -1.915 -5.817
C -1.795 4.977 1.018
C 2.947 -3.741 -2.565
C 3.218 -3.389 -1.250
C -0.532 -4.371 -1.386
C -2.609 6.135 0.461
C 0.059 -7.629 0.533
C 5.148 3.250 3.702
C -3.698 -0.593 0.431
C 0.577 -7.142 -1.851
C 1.294 4.607 6.798
C -3.362 -2.629 -5.606
C 3.138 2.118 2.653
C -1.253 -2.403 -3.461
C 1.032 2.537 5.580
C 2.332 2.390 -1.796
C 2.264 2.638 -0.380
H 0.255 6.268 5.900
H 2.555 3.034 2.747
H -3.770 -2.936 -6.569
H -6.170 -1.103 2.654
H -3.668 5.885 0.380
H -1.491 -3.438 -3.649
H -1.302 -0.219 -6.988
H 1.307 5.899 -0.315
H -2.573 -1.964 5.068
H -0.043 -2.402 -6.591
H -4.206 -1.255 4.129
H -0.836 -4.729 -2.357
H 7.512 1.327 1.348
H -1.903 -8.176 -1.236
H 4.479 3.802 4.353
H -2.532 7.012 1.106
H 1.699 5.167 7.626
H 0.656 -2.994 1.906
H -3.257 -3.523 -4.991
H 3.424 -1.830 0.191
H 1.656 -0.708 3.002
H -0.504 -2.230 6.370
H -4.246 3.661 2.056
H -1.376 -3.212 -7.425
H -1.208 3.381 -2.737
H 0.475 -5.407 1.649
H 2.995 -4.772 -2.885
H 2.179 2.717 7.353
H -0.736 5.227 1.083
H -2.118 -6.574 -1.936
H -0.861 -3.770 -5.832
H -3.669 5.147 -2.188
H -3.747 3.531 -2.879
H -0.559 4.978 4.136
H 5.262 0.951 -0.122
H -1.251 0.642 -4.914
H -2.474 -6.843 -0.227
H -5.544 2.591 1.543
H 1.784 4.023 1.207
H -2.633 -1.110 -7.714
H 2.791 1.446 3.447
H -3.507 -0.382 -0.618
H -2.946 4.827 -3.758
H 3.477 -4.156 -0.530
H 8.439 2.881 3.019
H 2.407 -0.615 -3.793
H 1.224 1.483 5.443
H 2.208 3.404 -3.704
H 1.558 5.573 -2.775
H -3.955 1.934 1.939
H -2.950 -0.019 -6.368
H 1.682 -1.590 5.317
H 6.920 4.129 4.523
H 1.084 -7.426 0.845
H 0.303 -6.606 -2.760
H 2.471 -2.970 -4.509
H -0.331 1.182 -2.704
H -0.604 -7.458 1.383
H -4.333 2.088 -0.586
H 5.066 -0.311 1.094
H -2.259 6.432 -0.528
H -4.524 3.823 -0.436
H -2.126 4.693 2.018
H 1.616 -6.901 -1.620
H -5.826 -0.701 0.207
H -4.086 -1.968 -5.126
H 0.512 -8.210 -2.060
H -1.150 4.943 -1.979
H -0.003 -8.685 0.273



Entry from the OMol25 dataset: an isolated molecule of C6H8O2 at a distorted geometry (the ωB97M-V functional and the def2-TZVPD basis).

- E_tot: -10441.8009 eV
- Energy above the lowest of the compared OMol25 structures with the same formula, charge and spin: 113.58 kcal per mole
- Net charge: 0

Positions of all 16 atoms, in Å:
O -0.654 0.935 2.420
O -0.031 0.719 -1.786
C 0.714 0.672 0.659
C -0.428 0.344 1.387
C -0.450 0.842 -0.339
C -0.277 -1.560 -0.236
C 1.071 -0.669 -0.002
C -1.111 -0.242 0.152
H -2.276 0.014 0.194
H -0.336 -1.508 -1.318
H 1.568 1.457 0.794
H 1.759 -1.430 0.613
H 1.610 -0.517 -0.997
H -1.058 1.799 -0.066
H 0.257 1.578 -1.979
H -0.358 -2.434 0.503